Record 1
Below is C28H49N2OP3PbSe as an isolated structure at a distorted geometry, with properties calculated with ωB97M-V with the def2-TZVPD basis set.

XYZ file:
```
85
Properties=species:S:1:pos:R:3:forces:R:3:lowdin_charge:R:1
Pb -1.38523 2.60602 -1.03333 0.6 0.0 1.2 1.287
Se 1.05626 1.65409 -1.44343 -0.6 0.6 -0.5 0.535
P 2.49050 -0.75646 0.38123 2.7 0.1 1.1 0.864
P 2.13048 -1.26776 -2.15637 1.2 -0.5 -1.4 0.820
P -1.35120 -2.96858 -0.55641 -1.0 0.3 0.4 0.919
O -0.71368 1.60866 1.56400 0.0 0.1 -0.9 -0.234
N -2.58863 0.93444 4.40332 -1.0 0.3 0.1 -0.050
N -1.39306 1.05722 3.76879 0.7 0.1 -1.4 0.056
C -0.35408 -3.73039 0.72358 0.6 -0.1 -0.1 -0.185
C 3.62330 0.70715 0.46460 -0.4 0.3 -1.0 -0.233
C 1.08260 -0.95571 -3.64167 -1.1 0.7 0.5 -0.215
C -2.29624 -1.58685 0.15950 0.2 0.3 -0.3 -0.189
C -0.23119 2.68688 -5.34127 0.2 0.4 -0.1 -0.044
C -2.65906 0.83749 5.84796 -0.1 0.0 0.8 0.040
C 1.94623 1.49121 5.33255 0.0 -0.5 -0.2 -0.049
C 3.72425 -0.74110 -2.92485 0.2 0.5 1.1 -0.180
C 2.07413 0.27197 6.02038 -0.2 -0.1 0.2 -0.045
C 1.07490 -0.71301 5.91744 0.1 0.0 -0.4 -0.048
C -2.39786 -4.27323 -1.25686 0.2 0.1 -0.4 -0.163
C 0.82692 1.73093 4.52457 -0.2 -0.4 0.2 -0.008
C 2.19220 -3.09634 -2.27275 -0.2 0.0 1.0 -0.216
C -3.58384 1.32459 3.57156 0.3 -0.3 0.7 -0.244
C -1.61715 1.46312 2.46052 -1.0 0.0 0.6 -0.423
C 2.12546 2.88747 -3.86357 -0.2 -0.3 0.3 -0.116
C 0.93098 3.16930 -5.95113 0.2 -0.1 0.2 -0.008
C 1.61582 -0.50823 1.97442 -1.9 -0.3 -0.6 -0.198
C -4.99231 1.42060 4.01351 -0.7 0.1 -0.1 0.006
C -3.53244 1.81424 -5.68971 0.1 0.0 -1.0 -0.093
C -0.17577 0.74963 4.45303 0.7 0.0 0.2 -0.225
C -0.22213 2.28773 -4.00693 0.3 -0.1 0.3 -0.224
C 0.95424 2.39877 -3.24548 0.4 0.0 -0.8 -0.663
C -3.26697 2.86065 -6.48838 -0.5 0.2 0.8 -0.076
C 3.57358 -2.16819 0.82243 -0.3 -0.4 -0.7 -0.217
C -3.03206 1.62209 2.35551 1.1 0.0 -0.6 0.030
C 2.13352 3.22256 -5.22424 -0.6 0.0 0.1 -0.019
C -0.03912 -0.49137 5.10421 0.1 0.5 -0.3 -0.054
H 2.73151 2.24398 5.41530 -0.3 -0.2 0.0 0.122
H 1.15439 -1.67246 6.44203 0.1 0.5 -0.1 0.126
H -3.22240 -1.93254 0.63275 0.2 0.0 -0.1 0.085
H 3.65669 0.31786 -3.21396 0.0 -0.3 0.1 0.060
H -2.64141 -5.00363 -0.46590 0.1 0.4 -0.2 0.089
H -0.89518 -4.59405 1.13346 0.1 0.2 -0.1 0.089
H 2.53940 -3.36105 -3.28033 0.0 0.2 0.2 0.090
H -0.53025 -2.29774 -1.52343 -0.4 -0.7 0.5 0.014
H -2.22271 -0.09947 6.21128 -0.3 0.3 -0.1 0.092
H -3.67440 0.81073 -6.13184 0.0 0.6 0.4 0.066
H -1.16425 2.61953 -5.89860 0.4 0.0 0.2 0.063
H -1.12283 1.81692 -3.58722 0.2 0.0 -0.3 0.035
H 0.89602 3.49332 -6.99763 0.1 -0.2 0.4 0.137
H -3.32067 -3.85792 -1.67853 0.2 -0.1 0.0 0.081
H 3.02819 1.61919 0.64693 0.2 -0.5 0.0 0.037
H -0.13358 -3.02502 1.52831 -0.1 -0.1 -0.1 0.041
H -2.13796 1.67517 6.33730 -0.2 -0.2 -0.3 0.128
H -3.25359 2.79209 -7.58254 0.1 -0.1 0.5 0.080
H 2.28238 -0.17477 2.78536 0.4 0.0 -0.7 0.095
H 2.94310 0.07636 6.66498 -0.5 0.2 -0.4 0.128
H -1.83634 -4.79194 -2.04788 -0.2 0.1 0.2 0.079
H 4.56295 -0.87752 -2.23059 -0.1 0.0 -0.3 0.065
H 3.88503 -1.35227 -3.82623 -0.2 0.0 0.3 0.093
H -2.54527 -0.86768 -0.64663 0.0 -0.5 0.4 0.061
H -1.66951 -1.05562 0.89775 -0.2 -0.2 -0.2 0.045
H -3.11697 3.87640 -6.06384 -0.2 -0.8 -0.4 0.078
H 2.94487 -3.03488 1.07496 0.2 0.2 0.0 0.058
H -5.61103 1.59347 3.11969 0.1 0.0 0.4 0.101
H 1.51548 -1.48469 -4.50688 0.2 -0.1 0.6 0.100
H 0.05273 -1.29981 -3.48747 0.2 0.1 -0.1 0.054
H 4.18592 -1.89468 1.69918 -0.3 0.0 -0.3 0.093
H 4.14734 0.84019 -0.49307 0.0 0.0 0.4 0.049
H 0.71644 2.66142 3.96128 0.0 -0.2 0.4 0.130
H -5.14384 2.27283 4.70292 0.1 -0.4 -0.3 0.120
H 0.83298 0.24615 1.84332 0.0 0.2 0.1 0.016
H 3.02888 2.98469 -3.26355 -0.1 0.0 -0.2 0.108
H 1.18328 -3.50766 -2.12860 0.4 0.0 -0.1 0.027
H -0.81767 -1.25112 4.96202 0.3 0.3 0.2 0.123
H -3.71722 0.86470 6.12479 0.3 0.0 0.0 0.105
H -5.34649 0.49880 4.50505 0.2 0.4 -0.2 0.109
H 4.23092 -2.45034 -0.00954 0.0 0.1 0.3 0.058
H 1.05258 0.11256 -3.88311 0.0 -0.3 0.1 0.019
H 0.58814 -4.08720 0.28476 -0.2 -0.1 0.2 0.056
H 2.86396 -3.52354 -1.52285 -0.1 -0.1 -0.2 0.051
H -3.63639 1.90273 -4.60123 0.1 0.1 -0.4 0.035
H -3.52889 1.94919 1.45188 -0.2 0.0 0.2 0.100
H 4.35730 0.57575 1.27912 -0.4 -0.3 -0.3 0.092
H 3.06036 3.52399 -5.71843 -0.3 0.0 0.3 0.133
H 1.12469 -1.42006 2.31877 0.1 0.0 -0.1 0.044
```
Positions in Å, forces in eV/Å.

As for the multiplicity: 1. Its total charge is +4. The calculation puts the electronic energy at -4897.8937 a.u. The HOMO-LUMO gap comes out at 4.2 eV.

Record 2
Below is a 2-piece molecular cluster, C2H3ClO2S overall at a distorted geometry, with properties calculated with ωB97M-V with the def2-TZVPD basis set.

XYZ file:
```
9
Properties=species:S:1:pos:R:3:forces:R:3:nbo_charge:R:1
Cl -2.22819 0.60648 -0.89293 1.2 -0.4 -0.1 -0.043
S 0.00434 -0.06148 2.69345 -0.1 -1.8 0.8 1.669
O 0.80056 -1.23193 2.46733 -0.3 -0.1 0.2 -0.835
O 0.40665 1.10495 2.02776 0.3 1.9 -0.8 -0.826
C 0.40761 -0.39627 -0.93515 -1.2 1.8 -0.3 -0.416
C -0.59384 0.29288 -1.52348 0.5 -1.5 2.1 -0.176
H 1.37057 -0.37121 -1.51334 -1.0 -0.4 1.0 0.230
H -0.44065 0.71965 -2.44907 -0.1 0.8 -1.9 0.193
H 0.27294 -0.66307 0.12543 0.6 -0.5 -1.0 0.204
```
Positions in Å, forces in eV/Å.

As for the multiplicity: 1. Its total charge is 0. The calculation puts the electronic energy at -1086.8148 a.u. The HOMO-LUMO gap comes out at 8.7 eV.

Record 3
Below is a 2-piece molecular cluster, C2HNO overall at a distorted geometry, with properties calculated with ωB97M-V with the def2-TZVPD basis set.

XYZ file:
```
5
Properties=species:S:1:pos:R:3:forces:R:3:nbo_charge:R:1
O 1.66794 0.77593 -0.55896 -0.6 -1.2 0.6 -0.328
N -2.20962 0.24510 0.18570 1.1 -0.2 -0.1 -0.420
C -1.07270 -0.01335 0.14346 -1.2 0.2 0.1 -0.180
C 1.15486 -0.12822 -0.09527 0.8 1.3 -0.7 0.592
H 0.45952 -0.87946 0.32507 0.0 -0.1 0.0 0.337
```
Positions in Å, forces in eV/Å.

As for the multiplicity: 1. Its total charge is 0. The calculation puts the electronic energy at -206.6567 a.u. The HOMO-LUMO gap comes out at 9.5 eV.

Record 4
Below is an isolated ion of composition C10H14N3O and charge +1 at a distorted geometry, with properties calculated with ωB97M-V with the def2-TZVPD basis set.

XYZ file:
```
28
Properties=species:S:1:pos:R:3:forces:R:3:nbo_charge:R:1
O 0.80011 1.00548 -0.27486 1.4 0.7 -4.0 -0.323
N 0.42149 2.32056 -0.27803 0.1 0.9 1.6 -0.325
N 0.98227 -0.95403 -2.28072 -0.2 4.4 -0.4 -0.734
N -1.69700 1.63092 0.07107 3.5 -1.7 -1.0 -0.715
C 0.42691 0.11630 0.55665 -0.7 -1.0 1.2 0.645
C 0.26267 -3.98348 -0.47033 0.5 -2.4 -0.8 -0.071
C 0.56683 -3.58764 0.83476 -1.8 -0.6 2.5 -0.264
C 0.11010 0.57119 1.95442 0.0 0.9 -1.7 -0.707
C 0.46003 -3.09904 -1.49111 -0.9 0.3 0.2 -0.298
C 0.46276 -2.24996 1.10684 1.3 0.4 -1.3 -0.086
C 0.58606 -1.72548 -1.28208 1.2 0.3 1.6 0.314
C -0.92125 2.58334 -0.13683 -0.7 2.0 0.9 0.435
C 0.51971 -1.21220 0.06459 -0.8 -1.5 2.0 -0.273
C -1.15004 4.11831 0.01640 -0.2 0.2 -0.2 -0.701
H -1.65838 4.50885 -0.93067 0.5 -0.4 1.6 0.257
H 0.98234 2.92582 -0.86790 0.3 -0.7 0.1 0.421
H -2.62316 1.75179 0.16273 -3.9 1.1 0.6 0.376
H -1.75971 4.32336 0.98974 1.0 -0.4 -2.0 0.266
H -0.02918 -5.09045 -0.63025 0.8 2.0 -0.1 0.250
H -0.95043 0.60559 2.07428 -0.8 0.1 0.0 0.282
H 0.55114 -4.36403 1.70023 0.1 1.6 -1.7 0.249
H 0.50591 1.60312 2.09989 -0.1 -1.0 0.2 0.256
H 0.43615 -0.17907 2.59666 1.0 -0.6 1.5 0.243
H 0.48863 -3.29432 -2.52657 -0.3 -1.1 -1.0 0.227
H 0.99914 0.10414 -2.01431 0.1 -2.8 -1.1 0.413
H -0.14263 4.63137 0.11716 -1.3 -0.5 -0.1 0.233
H 0.83114 -1.15437 -3.26792 0.0 -0.2 0.6 0.418
H 0.53838 -1.90606 2.10621 -0.1 0.0 0.7 0.210
```
Positions in Å, forces in eV/Å.

As for the multiplicity: 1. Its total charge is +1. The calculation puts the electronic energy at -628.5986 a.u. The HOMO-LUMO gap comes out at 7.6 eV.

Record 5
Below is C11H4AsF11NOPdS4SbSe as an isolated structure at a distorted geometry, with properties calculated with ωB97M-V with the def2-TZVPD basis set.

XYZ file:
```
36
Properties=species:S:1:pos:R:3:forces:R:3:lowdin_charge:R:1
Sb 2.08803 1.10961 -4.09922 -1.1 -0.4 1.1 0.231
Pd 1.07250 1.00717 -0.88014 -0.1 -1.0 0.7 0.411
Se 1.85417 -1.51910 -1.68904 -0.3 0.2 -0.1 0.699
As -0.40908 3.58187 0.97004 -0.1 0.1 -0.2 0.720
S 3.09425 1.58354 -1.57864 -0.2 0.1 -1.8 0.109
S 1.38998 1.11951 -6.29031 0.9 0.3 0.7 -0.167
S 2.55335 -1.29717 -3.73377 0.2 -0.1 -0.2 -0.002
S 0.07254 1.28329 -2.86874 0.3 0.6 -0.4 0.053
F 0.04075 5.07866 1.69309 0.0 -0.1 0.0 -0.237
F -0.85004 2.01630 0.20500 0.3 0.3 -0.2 -0.318
F 1.21601 0.49635 5.49204 0.0 0.0 0.0 0.107
F 2.84147 0.52280 3.34824 0.0 0.0 0.0 0.110
F -2.47104 -0.41915 2.71367 0.1 0.1 0.0 0.117
F -0.85149 -0.35670 0.54812 0.1 -0.5 0.1 0.038
F -1.44781 0.03081 5.21054 0.0 0.0 0.0 0.104
F 0.31369 4.03344 -0.54239 0.1 0.0 0.0 -0.276
F -1.92016 4.21291 0.44454 -0.1 0.1 0.0 -0.237
F -1.11992 3.00090 2.42499 -0.1 0.0 0.2 -0.222
F 1.10058 2.84900 1.42589 0.1 0.0 0.0 -0.248
O 1.84941 0.05054 0.83005 0.0 0.3 -0.4 -0.278
N -2.39930 -3.44674 -2.30606 0.1 0.0 0.1 0.062
C -0.31798 -0.17336 1.78145 -0.3 0.0 -0.1 -0.168
C -1.84960 -2.73412 -3.28558 0.0 0.0 0.0 -0.135
C -0.60347 -2.12553 -3.20744 0.0 0.0 -0.1 -0.133
C -0.64868 0.04577 4.13378 0.0 0.0 -0.1 -0.151
C -1.69162 -3.58078 -1.18568 -0.1 0.0 -0.1 -0.141
C 0.70760 0.28420 4.27004 0.0 0.0 0.0 -0.140
C -1.16391 -0.17886 2.87183 0.0 -0.1 0.0 -0.155
C 1.05396 0.05857 1.87168 0.0 0.1 0.3 -0.330
C 1.53585 0.29198 3.16571 0.0 -0.1 0.1 -0.149
C -0.43705 -3.02527 -1.00212 0.1 0.1 0.1 -0.116
C 0.10953 -2.27797 -2.03407 0.1 -0.1 0.2 -0.543
H -2.15116 -4.15679 -0.39102 0.0 0.0 0.0 0.107
H -2.43432 -2.63632 -4.19292 0.0 0.0 0.0 0.108
H -0.21873 -1.56185 -4.04569 0.0 0.0 0.0 0.062
H 0.09168 -3.16752 -0.06785 0.0 0.0 0.0 0.107
```
Positions in Å, forces in eV/Å.

As for the expectation value of S²: 0.80. As for the multiplicity: 2. Its total charge is -1. The calculation puts the electronic energy at -8248.3702 a.u. The HOMO-LUMO gap (spin up / spin down) comes out at 5.0 / 5.1 eV.